{
  "formula": "C15H4Cl5F3OTl",
  "method": "ωB97M-V/def2-TZVPD",
  "species": ["Tl", "Cl", "C", "C", "Cl", "C", "Cl", "C", "O", "C", "Cl", "C", "Cl", "F", "C", "F", "F", "C", "C", "C", "C", "C", "C", "C", "C", "H", "H", "H", "H"],
  "positions_angstrom": [[1.97414, -0.17636, -3.76922], [-5.05756, 3.45658, -3.78501], [-3.40377, 2.90864, -3.62241], [-2.74394, 2.35487, -4.71913], [-3.15334, 2.80503, -6.31811], [-1.54826, 1.67779, -4.53701], [-0.53328, 1.23296, -5.85371], [-1.09918, 1.27294, -3.22239], [-0.08200, 0.54303, -2.92511], [-1.93306, 1.69482, -2.12377], [-1.45587, 1.05212, -0.64115], [-2.95357, 2.61804, -2.32127], [-3.69567, 3.32866, -0.96393], [0.88241, -2.98360, 5.83110], [1.27871, -1.73490, 5.25015], [2.40932, -1.44057, 5.89140], [0.31666, -0.94675, 5.65842], [1.47828, -1.65063, 3.74643], [0.40886, -1.25783, 2.97335], [0.59541, -1.16843, 1.59162], [1.81221, -1.41644, 1.02839], [2.91780, -1.74731, 1.81252], [2.74257, -1.97469, 3.21110], [2.02809, -1.35870, -0.44102], [2.11814, -1.18746, -1.69405], [-0.50283, -0.94805, 3.49460], [-0.24876, -0.96586, 0.97755], [3.90443, -1.80491, 1.51425], [3.54404, -2.18297, 3.95641]],
  "forces_ev_per_a": [[0.4, 0.1, -0.6], [0.4, 0.4, -0.2], [-0.7, -0.7, 0.3], [1.0, 0.8, 0.4], [-0.6, 0.1, -0.4], [0.5, -0.7, 1.3], [0.0, -0.1, -0.2], [-0.2, -0.5, 0.2], [-0.9, 0.8, -1.0], [0.2, 0.7, -1.7], [-0.1, 0.2, 1.2], [0.5, -0.9, -0.4], [-0.5, 0.2, 0.5], [0.8, 1.0, -1.4], [-0.1, -2.0, 0.1], [0.3, 0.3, 0.4], [-0.7, 1.3, 0.4], [0.5, -1.2, 1.1], [0.2, 0.4, -0.3], [-1.3, -0.2, 1.3], [2.0, -0.4, -2.7], [-1.5, -0.5, 3.8], [-0.6, 1.3, -0.6], [-0.3, 0.9, -2.3], [-0.2, -0.9, 4.4], [0.2, -0.3, -0.6], [-0.4, 0.3, -0.5], [1.6, -0.3, -1.4], [-0.5, 0.0, -1.1]],
  "charge": -1,
  "homo_lumo_gap_ha": 0.275,
  "e_lumo_ev": 2.5,
  "e_tot_ev": -93125.637,
  "homo_energy_ev": -5.0,
  "relative_energy_ev": 0.541
}